(1)
2 unconnected molecules or ions with the total composition C3H10NO2. Source: OMol25; level of theory: ωB97M-V/def2-TZVPD.

Structure (XYZ):
```
16
Properties=species:S:1:pos:R:3
C -1.6169 -0.7046 -0.8760
C -0.4682 -0.7373 0.1205
C -0.4277 0.3780 1.1906
O 0.7600 0.9360 1.4024
N -1.5704 -1.7365 -1.8862
H -1.6191 0.2717 -1.3424
H -2.5912 -0.6784 -0.3850
H -0.4010 -1.7620 0.5001
H 0.4567 -0.7180 -0.4711
H -0.9666 -0.0440 2.0822
H -1.2356 1.1000 0.8509
H -1.6232 -2.6954 -1.6045
H -1.5822 -1.4595 -2.8419
H 2.0553 1.3140 0.4922
H 3.2183 2.1978 0.9107
O 2.9309 1.6881 0.1376
```

Calculated values
- orbital gap (eV) = 6.9
- charge = -1

(2)
2 unconnected molecules or ions with the total composition C3H10NO2. Source: OMol25; level of theory: ωB97M-V/def2-TZVPD.

Structure (XYZ):
```
16
Properties=species:S:1:pos:R:3
C -1.3824 0.6773 0.4772
N 0.0218 0.1996 0.5141
C 0.5547 -0.3806 -0.6404
C 0.4635 -2.0024 -0.7287
O 0.2322 -2.3747 0.6004
H -1.7726 0.6244 -0.6491
H -1.4691 1.7933 0.6707
H -2.2549 0.3582 1.2557
H -0.3595 -1.6480 0.9766
H 1.6064 0.0300 -0.5952
H 0.0424 -0.1674 -1.5453
H 1.5330 -2.1854 -1.0468
H -0.2355 -2.3885 -1.3086
H 1.2835 2.6499 1.3607
H 0.6427 1.9783 0.3057
O 1.0937 2.8360 0.3531
```

Calculated values
- orbital gap (eV) = 6.8
- charge = -1

(3)
2 unconnected molecules or ions with the total composition C3H10NO2. Source: OMol25; level of theory: ωB97M-V/def2-TZVPD.

Structure (XYZ):
```
16
Properties=species:S:1:pos:R:3
O -1.4014 -0.2621 -1.3481
C -1.4206 -1.1192 -0.4055
C -0.2180 -1.0539 0.5276
C 1.1174 -1.3214 -0.1589
N -0.2098 0.4372 0.9399
H -2.0131 -2.0372 -0.3587
H -0.3020 -1.6239 1.4533
H 1.1124 -0.8404 -1.1408
H 1.1692 -2.4024 -0.2767
H 2.0142 -0.9467 0.3479
H 0.3769 0.5622 1.7601
H -1.1478 0.8071 1.0910
H 0.2834 0.9986 0.2313
H 0.3788 2.5856 -1.5698
H 0.3016 3.5358 -0.3969
O -0.0410 2.6808 -0.6958
```

Calculated values
- orbital gap (alpha / beta) (eV) = 4.6 / 7.8
- 2S+1 = 2

(4)
2 unconnected molecules or ions with the total composition C3H10NO2. Source: OMol25; level of theory: ωB97M-V/def2-TZVPD.

Structure (XYZ):
```
16
Properties=species:S:1:pos:R:3
C 0.5148 0.8906 -1.1020
N -0.2019 0.3961 0.0215
C 0.5610 -0.5201 0.8709
C 0.2286 -1.9515 0.3435
O -0.6607 -1.9501 -0.6018
H 1.4597 1.2336 -0.8503
H 0.0130 1.7647 -1.4446
H 0.4584 -0.0529 -1.8372
H -1.0428 -0.3394 -0.5213
H 0.2091 -0.5074 1.9340
H 1.6384 -0.3567 0.7860
H 0.1247 -2.6919 1.0971
H 1.1778 -2.3878 -0.1512
H -1.3094 1.8643 1.1610
H -1.4336 2.1509 -0.2752
O -1.7371 2.4577 0.5697
```

Calculated values
- orbital gap (alpha / beta) (eV) = 9.5 / 6.4
- 2S+1 = 2

- Which formula does entry 3 have?
  C3H10NO2